Entry from the Open Molecules 2025 dataset: a cluster of 7 separate species, C5H25N2O7 in total at a distorted geometry (ωB97M-V with the def2-TZVPD basis set).

Last column: Löwdin charge in e.
Cartesian coordinates (Å):
O  2.169  1.387  0.192  0.02
C  1.687  1.095  1.266  -0.18
C  1.000  -0.262  1.644  -0.28
C  -0.456  0.044  1.997  -0.16
C  -1.148  -1.246  2.265  -0.21
C  -2.133  -1.618  1.218  -0.09
N  -1.360  -2.282  -0.011  0.19
N  1.063  -1.113  0.395  0.02
H  1.897  1.805  2.055  0.13
H  1.511  -0.777  2.520  0.16
H  -0.858  0.602  1.071  0.14
H  -0.593  0.744  2.780  0.12
H  -0.538  -2.092  2.482  0.12
H  -1.726  -1.154  3.116  0.10
H  -2.879  -0.894  0.831  0.15
H  -2.725  -2.453  1.628  0.13
H  -1.818  -3.084  -0.183  0.09
H  -1.579  -1.601  -0.771  0.15
H  1.841  -1.736  0.362  0.04
H  -0.325  -2.349  0.008  0.10
H  1.150  -0.500  -0.476  0.10
H  -1.202  3.126  -0.377  0.04
H  0.226  3.726  0.148  0.06
O  -0.280  2.923  -0.020  -0.10
H  3.998  -2.684  1.613  0.00
H  2.981  -2.776  2.593  0.09
O  3.125  -2.484  1.663  -0.01
H  -3.227  3.016  -1.607  0.00
H  -2.268  1.861  -1.749  -0.01
O  -2.629  2.531  -1.160  0.00
H  -0.036  -1.035  -2.167  0.08
H  0.913  -1.983  -2.836  0.02
O  0.331  -1.998  -2.123  -0.06
H  0.468  2.545  -1.793  0.02
H  1.661  1.628  -1.744  0.10
O  0.785  1.787  -2.321  -0.12
H  -0.864  1.155  -2.856  -0.06
H  -1.974  0.826  -3.939  0.14
O  -1.709  0.827  -2.948  -0.05

The value obtained for the HOMO-LUMO gap is 0.3725 hartree. The value obtained for the LUMO energy is -2.485 eV. The HOMO energy is -12.620 eV. The net charge is +1.

Entry from the Open Molecules 2025 dataset: a cluster of 8 separate species, C5H25NO7 in total at a distorted geometry (ωB97M-V with the def2-TZVPD basis set).

Last column: Löwdin charge in e.
Cartesian coordinates (Å):
C  -2.015  0.535  1.252  -0.13
C  -2.031  0.530  -0.345  -0.19
C  -1.161  -0.489  -0.981  -0.20
C  -2.360  -2.585  -0.300  0.01
C  -1.969  -1.733  -1.184  -0.20
N  -0.799  1.104  1.875  0.33
H  -3.075  0.966  1.415  0.18
H  -2.309  -0.527  1.470  0.12
H  -1.697  1.550  -0.642  0.09
H  -3.143  0.551  -0.572  0.15
H  -0.522  -0.115  -1.814  0.14
H  -0.284  -0.508  -0.155  0.15
H  -2.899  -3.503  -0.413  0.08
H  -2.311  -2.364  0.760  0.06
H  -1.960  -1.858  -2.285  0.13
H  -0.245  1.730  1.316  0.10
H  -0.267  0.392  2.325  0.13
H  1.878  -4.021  0.128  0.08
H  0.681  -4.069  1.127  0.06
O  1.313  -3.458  0.709  -0.07
H  2.344  -2.012  2.286  0.01
H  2.678  -0.430  2.258  -0.02
O  2.344  -1.171  2.714  -0.02
H  -0.690  3.072  -0.920  -0.15
H  -0.897  3.167  -2.574  0.25
O  -0.245  3.338  -1.609  -0.08
H  0.240  -2.915  -1.365  -0.02
H  -0.665  -4.060  -1.297  0.03
O  -0.003  -3.655  -1.884  -0.04
H  -0.852  3.828  2.107  0.01
H  -1.216  4.194  0.680  0.09
O  -0.487  3.882  1.271  -0.01
H  2.866  0.139  0.710  0.01
H  2.778  1.278  -0.223  -0.10
O  3.381  0.771  0.167  0.01
H  1.294  2.024  -1.720  0.02
H  2.534  3.157  -1.690  0.13
O  2.265  2.173  -1.953  -0.13

As for the expectation value of S²: 0.7557. Its multiplicity is 2. The value obtained for the HOMO-LUMO gap (spin up / spin down) is 0.3724 / 0.1678 hartree. The value obtained for the LUMO energy (spin up / spin down) is -3.344 / -8.875 eV. The HOMO energy (spin up / spin down) is -13.479 / -13.440 eV. The net charge is +1.

Entry from the Open Molecules 2025 dataset: a cluster of 7 separate species, C5H26N2O7 in total at a distorted geometry (ωB97M-V with the def2-TZVPD basis set).

Last column: Löwdin charge in e.
Cartesian coordinates (Å):
N  0.403  -3.655  0.283  0.01
C  -0.157  -2.612  1.131  -0.29
C  -0.954  -1.525  0.448  -0.18
C  -0.120  -0.386  -0.166  -0.15
C  -0.161  0.962  0.538  -0.38
N  0.470  1.995  -0.278  0.06
C  0.451  0.996  1.991  -0.16
O  0.645  2.385  2.298  -0.10
H  1.376  -3.829  0.403  0.05
H  -0.193  -4.457  0.223  0.06
H  -0.815  -3.049  1.842  0.09
H  0.641  -2.275  1.786  0.11
H  -1.740  -1.932  -0.239  0.13
H  -1.703  -0.988  1.130  0.09
H  0.760  -0.725  -0.721  0.08
H  -0.826  -0.113  -0.996  0.11
H  -1.218  1.188  0.670  0.08
H  0.448  2.920  0.093  0.07
H  0.290  1.834  -1.269  0.04
H  1.440  0.534  1.938  0.11
H  -0.156  0.614  2.801  0.12
H  1.322  2.447  2.972  0.09
O  -2.288  3.054  1.871  -0.05
H  -2.183  2.738  0.970  0.01
H  -1.377  3.217  2.166  0.02
O  -0.158  -0.891  -3.783  -0.05
H  0.704  -1.039  -3.338  0.03
H  0.038  -1.286  -4.637  0.07
O  -3.733  -0.178  1.643  -0.06
H  -2.979  0.065  2.206  0.03
H  -3.342  0.286  0.886  0.02
O  3.628  1.089  0.168  -0.08
H  4.111  1.739  -0.356  0.04
H  2.757  1.522  0.126  0.00
O  -0.480  1.622  -2.906  -0.09
H  -0.391  0.642  -3.092  0.01
H  -1.363  1.822  -3.217  0.05
O  2.316  -1.499  -2.134  -0.05
H  2.673  -2.352  -1.901  0.05
H  1.865  -0.880  -1.553  0.00

The value obtained for the HOMO-LUMO gap is 0.3520 hartree. The value obtained for the LUMO energy is 0.504 eV. The HOMO energy is -9.074 eV. Its SMILES is NCCC[C@H](N)CO.O.O.O.O.O.O.

Entry from the Open Molecules 2025 dataset: a cluster of 8 separate species, C5H26N2O8 in total at a distorted geometry (ωB97M-V with the def2-TZVPD basis set).

Last column: Löwdin charge in e.
Cartesian coordinates (Å):
C  0.925  -1.219  2.545  -0.17
C  0.400  0.067  3.043  -0.23
C  0.502  1.355  1.930  -0.12
N  -0.128  0.763  0.616  -0.01
C  0.487  1.485  -0.441  -0.24
C  -0.257  2.003  -1.604  -0.44
N  -0.796  3.350  -1.478  0.12
O  -0.106  1.495  -2.740  0.02
H  0.294  -2.059  2.164  0.06
H  1.583  -0.970  1.628  0.08
H  1.652  -1.696  3.219  0.08
H  1.141  0.377  3.932  0.13
H  -0.707  -0.007  3.425  0.12
H  1.742  1.502  1.781  0.13
H  -0.056  2.223  2.162  0.06
H  -0.063  -0.179  0.527  0.04
H  1.299  0.899  -0.975  0.13
H  1.050  2.435  -0.211  0.13
H  -1.053  3.797  -0.529  0.14
H  -0.836  3.753  -2.393  0.08
O  -3.296  -0.761  -1.061  -0.01
H  -3.016  0.041  -0.720  0.00
H  -2.822  -1.550  -0.746  0.06
O  1.822  -0.964  -2.957  -0.12
H  1.237  -1.463  -3.634  0.08
H  2.700  -1.207  -3.428  0.08
O  3.159  0.602  0.490  -0.02
H  2.907  1.460  0.664  -0.04
H  3.910  0.878  -0.026  0.06
O  0.008  -3.406  -1.630  0.01
H  -0.362  -2.887  -2.316  -0.01
H  0.827  -3.304  -1.398  -0.05
O  -3.067  2.606  2.161  -0.02
H  -3.452  1.760  2.152  0.01
H  -2.128  2.547  2.139  -0.02
O  -0.796  -3.558  0.842  -0.13
H  0.000  -3.164  0.567  -0.05
H  -1.349  -3.920  -0.011  0.13
O  -0.982  -1.295  -2.792  -0.05
H  -0.558  -0.485  -2.636  -0.03
H  -1.814  -1.301  -2.260  0.04

The value obtained for the HOMO-LUMO gap is 0.3569 hartree. The value obtained for the LUMO energy is 0.196 eV. The HOMO energy is -9.515 eV. Its SMILES is CCCNCC(N)=O.O.O.O.O.O.O.O.

Entry from the Open Molecules 2025 dataset: a cluster of 9 separate species, C5H26NO10 in total at a distorted geometry (ωB97M-V with the def2-TZVPD basis set).

Last column: Löwdin charge in e.
Cartesian coordinates (Å):
C  -1.070  -2.667  -0.921  -0.11
N  0.010  -1.761  -0.540  -0.07
C  0.898  -1.353  -1.745  -0.24
C  1.389  0.060  -1.391  -0.14
C  1.051  1.046  -2.523  -0.21
O  0.068  2.030  -2.115  -0.12
C  1.844  -2.499  -1.508  -0.24
O  1.625  -3.657  -1.771  0.02
H  -1.276  -3.351  -0.102  0.08
H  -0.709  -3.236  -1.778  0.07
H  -1.914  -2.140  -1.368  0.07
H  -0.175  -0.934  0.009  0.06
H  0.163  -1.374  -2.548  0.13
H  0.883  0.438  -0.504  0.07
H  2.448  0.140  -1.163  0.09
H  1.938  1.643  -2.765  0.11
H  0.564  0.656  -3.419  0.11
H  2.773  -2.206  -0.982  0.13
H  -2.730  -2.350  2.197  0.01
H  -2.207  -0.909  2.729  -0.02
O  -2.935  -1.565  2.700  -0.09
H  0.397  -1.061  4.381  0.01
H  1.196  -0.889  3.051  0.01
O  1.269  -1.055  3.991  -0.07
H  -1.553  0.880  -2.839  0.01
H  -2.199  0.093  -1.659  0.00
O  -2.273  0.289  -2.595  -0.06
H  -0.854  0.718  3.471  0.06
H  -1.091  0.719  1.897  0.00
O  -0.826  0.131  2.707  -0.13
H  0.289  3.658  1.070  0.04
H  0.124  2.210  1.564  -0.01
O  0.779  2.913  1.436  -0.06
H  2.550  2.063  0.853  0.01
H  -0.099  1.973  -1.154  0.04
O  3.051  1.248  0.732  -0.07
H  2.475  0.498  0.628  -0.01
H  -1.933  0.721  0.229  -0.01
O  -1.092  1.156  0.405  -0.37
H  -2.561  3.480  -0.116  0.02
H  -1.720  2.731  0.949  -0.01
O  -2.029  3.631  0.666  -0.11

The value obtained for the HOMO-LUMO gap is 0.3360 hartree. The value obtained for the LUMO energy is 3.003 eV. The HOMO energy is -6.139 eV. The net charge is -1.

Entry from the Open Molecules 2025 dataset: a cluster of 9 separate species, C5H26O11 in total at a distorted geometry (ωB97M-V with the def2-TZVPD basis set).

Last column: Löwdin charge in e.
Cartesian coordinates (Å):
O  -1.936  -1.192  1.564  0.10
C  -1.010  -0.479  1.850  -0.51
O  -1.165  0.630  2.600  0.11
C  0.393  -0.662  1.330  -0.09
C  1.534  0.138  1.983  -0.17
C  2.100  1.254  1.080  -0.17
C  3.235  0.753  0.200  -0.26
O  4.508  0.650  0.837  -0.07
H  -2.112  0.708  2.806  0.12
H  0.376  -0.483  0.254  0.11
H  0.561  -1.728  1.448  0.10
H  1.167  0.597  2.896  0.11
H  2.316  -0.586  2.189  0.10
H  2.434  2.091  1.692  0.12
H  1.299  1.575  0.421  0.10
H  3.437  1.440  -0.619  0.12
H  2.958  -0.246  -0.159  0.11
H  4.453  0.062  1.597  0.07
O  -2.596  2.181  -1.131  -0.05
H  -3.013  2.777  -1.759  0.05
H  -2.145  1.486  -1.635  0.00
O  -1.566  -1.833  -1.393  -0.05
H  -1.903  -2.728  -1.450  0.07
H  -0.607  -1.715  -1.453  0.01
O  1.335  -4.256  0.785  -0.05
H  0.629  -4.765  0.375  0.05
H  1.143  -4.251  1.728  0.04
O  -0.499  3.888  -0.172  -0.07
H  -0.343  4.090  0.759  0.04
H  -0.707  2.944  -0.131  0.00
O  -1.362  0.374  -3.038  -0.05
H  -1.813  0.177  -3.866  0.09
H  -1.593  -0.309  -2.383  0.02
O  1.186  0.346  -3.957  -0.09
H  1.373  1.262  -3.727  0.03
H  0.301  0.206  -3.561  -0.02
O  1.256  -2.410  -1.669  -0.05
H  1.945  -2.075  -2.257  0.06
H  1.685  -2.577  -0.820  0.02
O  -4.277  0.992  1.522  -0.06
H  -4.195  1.759  0.940  0.03
H  -3.652  0.366  1.137  0.00

The value obtained for the HOMO-LUMO gap is 0.3869 hartree. The value obtained for the LUMO energy is 0.098 eV. The HOMO energy is -10.430 eV. Its SMILES is O=C(O)CCCCO.O.O.O.O.O.O.O.O.

Electronic energy list, top to bottom, in eV: -22896.187, -21399.691, -22917.904, -24962.939, -27572.789, -28130.122
Energy relative to the best compared isomer or geometry (same formula, charge and spin) list, top to bottom, in kcal/mol: 73.6, 114.1, 65.0, 140.4, 82.1, 2.7